# C21H16Cl41FGaO2S

A structure of composition C21H16Cl41FGaO2S (ωB97M-V/def2-TZVPD, OMol25).

Geometry as XYZ:
```
83
Properties=species:S:1:pos:R:3:forces:R:3
C 0.58444 0.77048 -9.32417 -0.2 0.9 0.8
C 0.51548 0.97584 -7.77218 -0.3 0.7 2.1
C -0.69585 0.57865 -7.01278 1.4 1.0 0.8
C -0.79672 0.73688 -5.55632 2.0 0.7 -1.7
C 0.32202 1.33183 -4.75682 -0.8 -0.5 -2.0
C 0.11302 1.50853 -3.22304 0.2 0.3 -1.5
Ga 1.58993 0.73502 -2.03124 -1.9 -0.4 0.9
C 1.31865 -1.22658 -1.48812 0.6 -0.7 0.9
C 1.34972 -1.33612 0.10362 -0.1 0.4 0.3
C 0.16661 -0.50864 0.79066 0.1 -1.0 -1.1
Cl 0.79136 0.71786 2.00881 -0.7 -0.7 -0.6
S 3.75259 0.95911 -2.85462 3.0 1.8 2.0
O 4.02317 2.39994 -3.01196 -0.8 -1.5 -1.2
O 4.73467 0.43589 -1.87572 -1.4 -0.7 -1.5
F 4.05172 0.17325 -4.29406 0.0 0.7 0.8
C 1.50394 1.72673 -5.51066 -1.4 -0.3 -1.2
C 1.62000 1.54066 -6.98111 -2.2 0.4 0.9
H 0.40894 -0.29737 -9.62409 0.3 1.0 0.3
H 1.55225 1.18262 -9.72979 -0.9 -0.7 0.4
H -0.22864 1.41235 -9.76782 0.7 -0.8 0.3
H -1.54179 0.15921 -7.62321 0.8 0.4 0.9
H -1.73998 0.43207 -5.05147 0.9 0.2 -0.4
H -0.00246 2.61707 -3.02752 0.2 -1.1 0.0
H -0.86201 1.01583 -2.94840 1.3 0.4 -0.2
H 1.55248 1.58663 -0.66174 0.5 0.0 -0.5
H 2.17916 -1.87745 -1.83666 -1.0 0.6 0.1
H 0.35486 -1.65891 -1.87313 0.8 0.3 0.2
H 1.33497 -2.41532 0.45127 -0.2 1.1 -0.3
H 2.29428 -0.90332 0.53002 -0.8 -0.4 -0.7
H -0.56552 -1.18111 1.30420 0.7 0.7 -0.2
H -0.38653 0.00352 -0.04415 0.5 0.0 1.1
H 2.37490 2.20004 -5.00200 -0.8 -0.5 -0.3
H 2.57379 1.87101 -7.46664 -1.0 -0.4 0.4
C -3.79809 2.30689 -1.72583 0.1 0.0 -0.1
Cl -4.39891 3.94848 -2.01783 -0.2 -0.3 0.1
Cl -2.46374 2.36454 -0.56063 -0.1 0.0 -0.1
Cl -5.10655 1.30004 -1.07250 0.4 0.3 -0.1
Cl -3.21760 1.61206 -3.24732 -0.5 0.2 0.2
C 2.15532 -2.59388 -6.16479 0.2 0.2 0.1
Cl 1.90569 -0.89497 -6.64079 0.8 -2.4 0.4
Cl 3.69044 -2.75707 -5.29046 -0.2 -0.1 -0.1
Cl 0.82184 -3.11157 -5.11389 0.1 0.0 -0.1
Cl 2.19383 -3.62091 -7.61862 0.0 0.0 0.0
C -2.08202 7.11531 -2.47602 0.2 -0.2 0.0
Cl -1.76078 7.76048 -0.85590 -0.1 0.0 -0.2
Cl -1.56365 5.42522 -2.55207 0.2 0.4 -0.1
Cl -3.82116 7.22202 -2.81891 0.1 0.1 0.0
Cl -1.18714 8.06405 -3.67718 -0.1 -0.1 0.1
C 4.94280 -1.60356 2.54357 -0.2 0.2 -0.4
Cl 6.29283 -0.97464 3.51500 0.0 0.0 0.0
Cl 4.89420 -0.75792 0.99037 0.1 -0.1 0.3
Cl 5.17143 -3.34056 2.26514 0.0 0.1 0.1
Cl 3.41718 -1.34986 3.41699 0.0 0.1 -0.7
C 2.74672 -6.40137 2.48688 -0.1 0.2 0.0
Cl 4.45746 -6.72467 2.14513 -0.2 0.0 0.0
Cl 1.87400 -7.93941 2.63617 0.1 0.1 0.0
Cl 2.60831 -5.49389 4.00302 0.0 -0.1 -0.2
Cl 2.05044 -5.45183 1.16390 0.1 -0.1 0.2
C 3.66140 -3.08726 7.26931 0.2 0.1 -0.1
Cl 3.91635 -2.44540 8.90403 -0.1 -0.1 -0.1
Cl 4.22250 -4.76894 7.20118 -0.1 0.1 0.0
Cl 1.93319 -3.02469 6.87253 0.1 0.0 0.0
Cl 4.56818 -2.11439 6.10241 0.0 -0.4 0.8
C -6.63736 -0.97739 2.06332 0.0 -0.1 0.0
Cl -6.94361 -0.53259 0.37550 -0.3 -0.3 0.3
Cl -6.73556 -2.73903 2.23759 0.0 0.2 0.0
Cl -5.01817 -0.42680 2.53199 -0.5 0.1 -1.0
Cl -7.84771 -0.20954 3.10549 0.3 -0.2 -0.2
C -9.84719 3.04918 1.99630 0.1 0.0 -0.1
Cl -11.19025 2.22546 1.18288 0.1 0.1 0.1
Cl -10.21034 4.77920 2.13320 0.0 -0.2 0.0
Cl -9.62857 2.36238 3.61708 -0.2 0.3 -0.1
Cl -8.36225 2.83019 1.05537 -0.2 0.1 0.1
C 5.39316 -0.21600 12.32619 0.0 0.0 -0.1
Cl 4.96786 -1.93509 12.41641 0.0 0.2 0.0
Cl 5.14103 0.36784 10.67309 0.0 0.0 0.2
Cl 4.36851 0.70542 13.44212 0.1 -0.1 -0.1
Cl 7.09522 -0.00417 12.77555 -0.2 0.0 0.0
C -3.38210 -0.72127 6.70897 0.1 0.0 0.0
Cl -2.51048 -2.24410 6.96958 -0.1 0.1 0.0
Cl -2.25670 0.63829 6.87091 -0.1 -0.2 0.0
Cl -4.08910 -0.71394 5.08128 0.3 -0.1 1.1
Cl -4.67436 -0.56653 7.91516 0.1 0.0 -0.1
```
Positions in Å, forces in eV/Å.

Output
- Kohn-Sham gap (eV) = 6.9
- multiplicity = 1
- lowest unoccupied orbital energy (Eh) = 0.0438
- E_tot (eV) = -605476.2439
- net charge = -1



# C4H11NO2

A cluster of 2 separate species, C4H11NO2 in total (ωB97M-V/def2-TZVPD, OMol25).

Geometry as XYZ:
```
18
Properties=species:S:1:pos:R:3:forces:R:3
C 1.44772 1.32258 2.21913 1.4 0.6 -0.4
C 0.08739 1.14486 1.69577 -1.7 -1.1 0.3
O -0.58203 0.21652 2.45027 -0.3 0.3 0.2
O -0.48304 1.66607 0.78065 0.5 0.6 -0.3
H 1.47686 1.16234 3.28491 -0.1 0.2 0.3
H 1.83742 2.30815 1.93221 -0.2 -0.3 0.2
H 2.14181 0.58880 1.80391 -0.2 -0.1 -0.2
C -0.71231 -1.13831 -2.16822 -1.1 1.5 -0.4
C 0.41815 -0.42630 -2.89985 0.1 -0.2 0.1
N -0.33938 -2.41543 -1.62341 -0.8 0.0 0.5
H -1.14733 -0.45896 -1.41073 0.6 -0.5 0.3
H -1.59679 -1.17404 -2.82509 0.3 -0.7 -0.3
H 1.10610 0.02953 -2.17329 0.2 -0.5 -0.4
H 0.16173 0.33886 -3.62407 -0.6 0.4 0.2
H -1.53429 0.30654 2.23979 0.6 -0.2 -0.2
H 0.28670 -3.00232 -2.14211 0.2 0.2 -0.1
H -0.16919 -2.41347 -0.63596 0.3 -0.1 0.1
H 0.83641 -1.20079 -3.53711 0.9 0.0 0.1
```
Positions in Å, forces in eV/Å.

Output
- Kohn-Sham gap (eV) = 9.5
- multiplicity = 1
- energy above the lowest of the compared OMol25 structures with the same formula, charge and spin (kcal/mol) = 19.5
- structure (SMILES) = CC(=O)O.CCN
- lowest unoccupied orbital energy (Eh) = 0.0255
- E_tot (eV) = -9911.3974
- net charge = 0



# C2F4O

The molecule C2F4O (ωB97M-V/def2-TZVPD, OMol25).

Geometry as XYZ:
```
7
Properties=species:S:1:pos:R:3:forces:R:3
C -0.82435 -0.05352 0.01880 6.7 2.7 1.0
C 0.86673 0.00942 -0.07993 -7.6 0.8 3.5
O -0.03016 -0.00996 -1.12382 0.4 -0.1 -2.3
F -1.42243 1.12543 0.26631 -0.7 -1.0 -0.3
F -1.47631 -1.12093 0.30155 -1.3 -0.8 -0.3
F 1.43377 1.13314 0.35835 0.6 -0.7 -1.3
F 1.45275 -1.08358 0.25875 1.9 -0.9 -0.5
```
Positions in Å, forces in eV/Å.

Output
- Kohn-Sham gap (eV) = 10.7
- multiplicity = 1
- energy above the lowest of the compared OMol25 structures with the same formula, charge and spin (kcal/mol) = 49.6
- structure (SMILES) = FC1(F)OC1(F)F
- lowest unoccupied orbital energy (Eh) = 0.0253
- E_tot (eV) = -14988.8824
- net charge = 0



# CH5N5O2

A cluster of 3 separate species, CH5N5O2 in total (ωB97M-V/def2-TZVPD, OMol25).

Geometry as XYZ:
```
13
Properties=species:S:1:pos:R:3:forces:R:3
C 0.51176 -0.77909 -0.34097 -2.4 1.6 0.7
N -0.60692 -0.38605 -0.50400 -0.6 0.2 0.0
N 0.84270 -2.00107 -2.03620 0.1 -0.6 -1.2
N -0.45128 2.88644 2.90754 -0.6 -0.6 0.2
N 1.48692 -2.82356 -1.64281 -1.4 1.2 -1.6
N -1.42326 -0.16445 -1.55790 -2.1 0.9 1.7
O 1.51494 -0.97000 0.17479 3.5 -0.7 1.5
O 2.12820 -3.70382 -1.29022 1.6 -1.9 1.1
H -0.27099 1.97928 2.51120 0.0 -0.3 -0.1
H -0.63124 3.49420 2.13608 0.0 0.5 -0.4
H -1.09468 -0.32533 -2.46434 0.4 -0.7 -1.2
H -2.38841 -0.37429 -1.27050 1.0 0.0 -1.0
H 0.38225 3.16773 3.37735 0.5 0.4 0.2
```
Positions in Å, forces in eV/Å.

Output
- Kohn-Sham gap (eV) = 9.4
- multiplicity = 1
- energy above the lowest of the compared OMol25 structures with the same formula, charge and spin (kcal/mol) = 0.0
- structure (SMILES) = N#[N+][O-].NN=C=O.N
- lowest unoccupied orbital energy (Eh) = 0.0253
- E_tot (eV) = -12659.4783
- net charge = 0



# C10H16O2S2

The molecule C10H16O2S2 (ωB97M-V/def2-TZVPD, OMol25).

Geometry as XYZ:
```
30
Properties=species:S:1:pos:R:3:forces:R:3
C 2.19754 -1.74840 1.22578 2.1 -0.3 0.5
C 1.06789 -0.21638 -1.15016 -2.8 1.9 1.3
C 1.85828 -0.49345 1.26321 -1.4 2.5 0.2
C 1.07767 -1.38471 -1.68252 2.5 -0.8 -1.6
C -3.12742 1.35280 0.17627 -0.3 0.0 -1.3
C -2.77579 -0.15890 0.35235 -2.9 1.3 3.2
C -1.97678 2.10894 0.75057 2.9 0.1 1.5
C -0.04845 0.15700 -0.10206 0.4 1.9 -0.8
C 2.15760 -1.79579 -2.70662 -2.3 -1.1 1.6
C 0.47657 0.13436 1.38390 -1.7 -5.0 1.5
O 0.54946 2.76816 -0.10383 0.8 0.6 0.5
O 0.45763 1.23707 2.22097 1.4 2.0 -1.7
S -1.49800 -0.81979 -0.54852 1.2 -1.3 -1.4
S -0.58313 1.90977 -0.50871 -0.5 -1.0 -0.1
H 3.23178 -2.00691 1.06288 0.4 0.2 -0.3
H 1.67210 -2.63550 1.43415 -1.5 -0.5 0.3
H 1.67699 0.54104 -1.55285 0.8 1.1 0.1
H 2.44629 0.40017 0.98597 0.9 -1.0 0.2
H 0.40186 -2.08627 -1.30321 -0.7 -1.5 0.1
H -3.09800 1.60496 -0.92840 -0.7 -0.4 1.0
H -4.12006 1.64511 0.61653 0.9 -0.5 -0.4
H -2.60185 -0.29762 1.44900 0.2 0.2 -0.5
H -3.70058 -0.76038 0.26906 0.6 0.0 -0.7
H -1.91455 3.23896 0.76484 -0.8 -1.2 0.3
H -1.56550 1.62978 1.75351 -1.0 1.5 -2.0
H 2.73015 -0.97373 -3.03326 0.8 1.0 -0.1
H 2.78782 -2.57228 -2.18551 -0.6 0.4 -1.2
H 1.49874 -2.07282 -3.54058 1.0 -0.9 -0.2
H -0.23811 -0.66335 1.94092 1.4 1.6 -1.2
H 0.95985 1.95817 1.69628 -1.2 -1.0 1.1
```
Positions in Å, forces in eV/Å.

Output
- Kohn-Sham gap (eV) = 9.3
- multiplicity = 1
- energy above the lowest of the compared OMol25 structures with the same formula, charge and spin (kcal/mol) = 81.0
- lowest unoccupied orbital energy (Eh) = 0.0211
- E_tot (eV) = -36390.7012
- net charge = 0



# C5H8O2

A structure of composition C5H8O2 (ωB97M-V/def2-TZVPD, OMol25).

Geometry as XYZ:
```
15
Properties=species:S:1:pos:R:3:forces:R:3
C 0.55419 1.40909 -0.71399 0.0 0.0 0.0
C 0.01571 0.87133 0.61569 -0.1 0.2 0.2
C 0.73112 -1.46916 0.09390 -0.6 -0.1 -0.1
C -0.00681 -0.62277 0.96114 1.0 0.8 0.7
O -0.57482 -0.99149 1.99460 0.3 0.3 0.0
C -1.34491 -1.09928 -0.46698 0.1 -0.6 -1.5
O -1.42326 -0.82187 -1.60085 0.0 -0.2 0.5
H 1.62735 1.22262 -0.83786 -0.2 0.0 0.1
H 0.40808 2.49434 -0.73500 0.1 -0.2 0.0
H 0.03804 1.00399 -1.59173 0.1 0.0 0.2
H -0.97877 1.26621 0.84231 0.1 0.1 0.0
H 0.67779 1.17105 1.43445 -0.1 0.5 0.0
H 1.10422 -1.12787 -0.86854 -0.1 0.2 0.3
H 1.33303 -2.25604 0.56869 -1.1 -0.5 -0.4
H -2.16095 -1.05016 0.30416 0.7 -0.5 0.0
```
Positions in Å, forces in eV/Å.

Output
- Kohn-Sham gap (eV) = 8.9
- multiplicity = 1
- energy above the lowest of the compared OMol25 structures with the same formula, charge and spin (kcal/mol) = 86.7
- lowest unoccupied orbital energy (Eh) = -0.0083
- E_tot (eV) = -9406.0705
- net charge = 0